The following is a quantum chemistry calculation of a cluster of 9 separate species, C44H85F15N4O10 in total, from the Open Molecules 2025 dataset.

Each atom is followed by the atoms it is bonded to, with distances in Å.
CARTESIAN COORDINATES (ANGSTROEM)
1 C -5.7633 -5.3472 -4.7476  C2 1.509, H8 1.090, H9 1.090, H10 1.090
2 C -5.0253 -4.1216 -5.2278  C1 1.509, N3 1.432, H11 1.090, H12 1.090
3 N -5.5786 -2.8674 -4.8135  C2 1.432, C4 1.428, C6 1.469
4 C -5.5771 -2.7043 -3.3949  N3 1.428, C5 1.583, H13 1.090, H14 1.090
5 C -4.1688 -2.5523 -2.6880  C4 1.583, H15 1.090, H16 1.090, H17 1.090
6 C -4.8799 -1.8111 -5.5577  N3 1.469, C7 1.542, H18 1.090, H19 1.090
7 C -5.4801 -0.4192 -5.2721  C6 1.542, H20 1.090, H21 1.090, H22 1.090
8 H -5.6489 -5.6115 -3.6963  C1 1.090
9 H -5.5557 -6.2172 -5.3705  C1 1.090
10 H -6.8321 -5.2315 -4.9278  C1 1.090
11 H -3.9571 -4.1008 -5.0117  C2 1.090
12 H -5.1616 -4.1700 -6.3082  C2 1.090
13 H -6.1650 -1.8397 -3.0869  C4 1.090
14 H -6.1687 -3.5024 -2.9464  C4 1.090
15 H -4.2881 -2.6415 -1.6083  C5 1.090
16 H -3.5634 -3.3465 -3.1250  C5 1.090
17 H -3.8467 -1.5297 -2.8843  C5 1.090
18 H -4.9758 -2.0539 -6.6160  C6 1.090
19 H -3.8239 -1.7620 -5.2920  C6 1.090
20 H -5.1649 0.2803 -6.0463  C7 1.090
21 H -5.0358 -0.1365 -4.3177  C7 1.090
22 H -6.5629 -0.4886 -5.1675  C7 1.090
23 C 5.6853 -5.1271 1.1779  C24 1.542, H30 1.090, H31 1.090, H32 1.090
24 C 5.1483 -5.1081 -0.2670  C23 1.542, N25 1.488, H33 1.090, H34 1.090
25 N 3.7202 -5.4337 -0.5320  C24 1.488, C26 1.490, C28 1.417
26 C 2.8797 -4.2618 -0.1573  N25 1.490, C27 1.557, H35 1.090, H36 1.090
27 C 1.4281 -4.2138 -0.7186  C26 1.557, H37 1.090, H38 1.090, H39 1.090
28 C 3.2601 -6.6030 0.1220  N25 1.417, C29 1.534, H40 1.090, H41 1.090
29 C 3.8794 -7.9010 -0.4121  C28 1.534, H42 1.090, H43 1.090, H44 1.090
30 H 6.7612 -4.9550 1.2079  C23 1.090
31 H 5.5457 -6.0977 1.6539  C23 1.090
32 H 5.1244 -4.3715 1.7279  C23 1.090
33 H 5.3490 -4.1496 -0.7457  C24 1.090
34 H 5.7782 -5.7825 -0.8471  C24 1.090
35 H 2.8110 -4.0993 0.9183  C26 1.090
36 H 3.3847 -3.4009 -0.5953  C26 1.090
37 H 0.8005 -4.9677 -0.2433  C27 1.090
38 H 0.9028 -3.2905 -0.4742  C27 1.090
39 H 1.5001 -4.1907 -1.8060  C27 1.090
40 H 2.1787 -6.6861 0.0134  C28 1.090
41 H 3.3769 -6.5368 1.2037  C28 1.090
42 H 4.8868 -7.9417 0.0020  C29 1.090
43 H 3.9909 -7.7869 -1.4903  C29 1.090
44 H 3.3401 -8.7786 -0.0555  C29 1.090
45 C 6.1778 3.3419 -2.2597  C46 1.575, H52 1.090, H53 1.090, H54 1.090
46 C 5.3730 2.0281 -2.5874  C45 1.575, N47 1.480, H55 1.090, H56 1.090
47 N 3.9157 2.2687 -2.6873  C46 1.480, C48 1.476, C50 1.481
48 C 3.2731 2.8966 -1.5156  N47 1.476, C49 1.541, H57 1.090, H58 1.090
49 C 1.8436 3.3073 -1.9204  C48 1.541, H59 1.090, H60 1.090, H61 1.090
50 C 3.3047 1.0197 -3.1971  N47 1.481, C51 1.570, H62 1.090, H63 1.090
51 C 3.4644 -0.1896 -2.2092  C50 1.570, H64 1.090, H65 1.090, H66 1.090
52 H 7.2058 3.3741 -2.6207  C45 1.090
53 H 6.2604 3.5540 -1.1937  C45 1.090
54 H 5.7374 4.1492 -2.8449  C45 1.090
55 H 5.7058 1.5633 -3.5154  C46 1.090
56 H 5.6567 1.3495 -1.7829  C46 1.090
57 H 3.2878 2.2553 -0.6344  C48 1.090
58 H 3.8168 3.8198 -1.3150  C48 1.090
59 H 1.3275 3.9665 -1.2223  C49 1.090
60 H 1.7716 3.7585 -2.9100  C49 1.090
61 H 1.1487 2.4689 -1.8719  C49 1.090
62 H 3.7731 0.8620 -4.1686  C50 1.090
63 H 2.2410 1.1644 -3.3860  C50 1.090
64 H 2.7784 -0.9819 -2.5086  C51 1.090
65 H 3.2872 0.0524 -1.1612  C51 1.090
66 H 4.4376 -0.6782 -2.2573  C51 1.090
67 C 0.1851 7.3572 5.3637  C68 1.524, H74 1.090, H75 1.090, H76 1.090
68 C 1.6876 7.5685 5.5115  C67 1.524, N69 1.464, H77 1.090, H78 1.090
69 N 2.4367 6.4059 5.0318  C68 1.464, C70 1.478, C72 1.439
70 C 2.3674 6.1756 3.5731  N69 1.478, C71 1.589, H79 1.090, H80 1.090
71 C 3.2723 4.9880 3.0290  C70 1.589, H81 1.090, H82 1.090, H83 1.090
72 C 3.7645 6.3612 5.5837  N69 1.439, C73 1.531, H84 1.090, H85 1.090
73 C 4.6974 7.4842 5.1215  C72 1.531, H86 1.090, H87 1.090, H88 1.090
74 H -0.3854 8.1431 5.8587  C67 1.090
75 H -0.0489 6.4237 5.8754  C67 1.090
76 H -0.1127 7.3443 4.3153  C67 1.090
77 H 1.8939 8.5522 5.0898  C68 1.090
78 H 1.8953 7.6714 6.5766  C68 1.090
79 H 2.6511 7.0972 3.0649  C70 1.090
80 H 1.3155 5.9549 3.3920  C70 1.090
81 H 3.0717 5.0146 1.9579  C71 1.090
82 H 2.9866 4.0298 3.4630  C71 1.090
83 H 4.3417 5.0919 3.2121  C71 1.090
84 H 3.6685 6.3718 6.6694  C72 1.090
85 H 4.1840 5.3857 5.3376  C72 1.090
86 H 4.4841 8.5337 5.3245  C73 1.090
87 H 5.7065 7.3300 5.5036  C73 1.090
88 H 4.8608 7.4343 4.0450  C73 1.090
89 C -2.7992 9.8504 4.3183  C90 1.528, H98 1.090, H99 1.090, H100 1.090
90 C -3.3972 8.4451 4.3556  C89 1.528, O91 1.461, H101 1.090, H102 1.090
91 O -2.6569 7.6672 3.3647  C90 1.461, C92 1.364
92 C -2.7365 6.3081 3.2793  O91 1.364, O93 1.244, C94 1.563
93 O -3.2382 5.6201 4.1867  C92 1.244
94 C -1.8417 5.7066 2.1477  C92 1.563, F95 1.309, F96 1.323, F97 1.338
95 F -1.1989 6.5445 1.3738  C94 1.309
96 F -0.8589 5.1344 2.8247  C94 1.323
97 F -2.4340 4.7179 1.4678  C94 1.338
98 H -1.7129 9.7658 4.3472  C89 1.090
99 H -3.1634 10.4058 5.1826  C89 1.090
100 H -3.1809 10.3589 3.4330  C89 1.090
101 H -4.4605 8.6281 4.2006  C90 1.090
102 H -3.2910 7.9596 5.3257  C90 1.090
103 C -0.2577 -2.6297 -4.1130  C104 1.534, H112 1.090, H113 1.090, H114 1.090
104 C 0.6916 -3.2460 -5.1487  C103 1.534, O105 1.453, H115 1.090, H116 1.090
105 O 0.1300 -3.0027 -6.4665  C104 1.453, C106 1.357
106 C -0.8877 -3.7874 -6.9034  O105 1.357, O107 1.211, C108 1.548
107 O -1.1271 -4.9006 -6.4918  C106 1.211
108 C -1.6745 -3.1287 -8.0625  C106 1.548, F109 1.335, F110 1.329, F111 1.316
109 F -1.7423 -3.8981 -9.1513  C108 1.335
110 F -2.9354 -2.9683 -7.6758  C108 1.329
111 F -1.1490 -1.9612 -8.3662  C108 1.316
112 H 0.0295 -2.8560 -3.0862  C103 1.090
113 H -1.2613 -3.0288 -4.2602  C103 1.090
114 H -0.3115 -1.5530 -4.2741  C103 1.090
115 H 0.6950 -4.2884 -4.8301  C104 1.090
116 H 1.6779 -2.7856 -5.0915  C104 1.090
117 C 0.3249 -1.9217 3.0961  C118 1.543, H126 1.090, H127 1.090, H128 1.090
118 C 0.6070 -3.4192 3.3372  C117 1.543, O119 1.433, H129 1.090, H130 1.090
119 O -0.3691 -4.1085 2.5458  C118 1.433, C120 1.333
120 C -0.2418 -5.4312 2.4391  O119 1.333, O121 1.251, C122 1.581
121 O 0.7020 -6.0680 2.9585  C120 1.251
122 C -1.4737 -6.1071 1.7152  C120 1.581, F123 1.324, F124 1.363, F125 1.347
123 F -1.1744 -6.3671 0.4522  C122 1.324
124 F -1.7769 -7.3036 2.2939  C122 1.363
125 F -2.5254 -5.2699 1.6285  C122 1.347
126 H -0.6243 -1.6720 3.5702  C117 1.090
127 H 0.3187 -1.6860 2.0320  C117 1.090
128 H 1.0369 -1.3252 3.6665  C117 1.090
129 H 0.4861 -3.6406 4.3976  C118 1.090
130 H 1.6426 -3.6429 3.0806  C118 1.090
131 C -3.9183 0.5769 2.1681  C132 1.516, H140 1.090, H141 1.090, H142 1.090
132 C -3.1049 -0.4301 2.9564  C131 1.516, O133 1.456, H143 1.090, H144 1.090
133 O -3.8495 -1.4901 3.6205  C132 1.456, C134 1.313
134 C -4.3382 -2.5370 2.9973  O133 1.313, O135 1.243, C136 1.557
135 O -4.1545 -2.7756 1.7918  C134 1.243
136 C -5.3051 -3.4004 3.8594  C134 1.557, F137 1.349, F138 1.333, F139 1.319
137 F -4.6366 -4.5331 4.1573  C136 1.349
138 F -5.5781 -2.7668 5.0001  C136 1.333
139 F -6.4557 -3.5953 3.2456  C136 1.319
140 H -4.3195 0.1504 1.2488  C131 1.090
141 H -3.2906 1.4529 2.0048  C131 1.090
142 H -4.7963 0.9094 2.7220  C131 1.090
143 H -2.5102 0.0138 3.7548  C132 1.090
144 H -2.3856 -0.8621 2.2606  C132 1.090
145 C -1.6371 -1.1570 -0.7006  C146 1.538, H154 1.090, H155 1.090, H156 1.090
146 C -0.4113 -0.3625 -1.1803  C145 1.538, O147 1.414, H157 1.090, H158 1.090
147 O 0.2250 0.2927 -0.1007  C146 1.414, C148 1.314
148 C -0.2622 1.4063 0.3994  O147 1.314, O149 1.220, C150 1.575
149 O -1.2444 2.0042 -0.0088  C148 1.220
150 C 0.5595 2.0271 1.5911  C148 1.575, F151 1.353, F152 1.374, F153 1.313
151 F 0.7425 3.3535 1.3936  C150 1.353
152 F -0.1470 1.7390 2.7341  C150 1.374
153 F 1.7290 1.4458 1.7285  C150 1.313
154 H -1.9998 -1.6959 -1.5759  C145 1.090
155 H -2.4571 -0.5657 -0.2933  C145 1.090
156 H -1.2985 -1.8711 0.0500  C145 1.090
157 H -0.5968 0.3145 -2.0141  C146 1.090
158 H 0.3817 -0.9694 -1.6172  C146 1.090

charge: +1
multiplicity: 2
<S²>: 0.75
LUMO (alpha / beta): -2.57 / -7.46 eV